# 1
{
  "formula": "C3H2F4",
  "method": "ωB97M-V/def2-TZVPD",
  "symbols": ["C", "C", "C", "F", "F", "F", "F", "H", "H"],
  "xyz": [[-0.2706, -0.6272, -1.3587], [0.0283, 0.2865, -0.4637], [0.0759, 0.2352, 1.1485], [0.7589, 1.3684, -0.8543], [0.8910, 1.1649, 1.7054], [0.4313, -0.8823, 1.7156], [-1.1850, 0.4267, 1.5406], [-0.1443, -0.3658, -2.3672], [-0.5856, -1.6065, -1.0662]],
  "atomic_forces_ev_per_a": [[-0.33, -0.02, 1.51], [2.77, 0.26, 1.72], [-0.60, 0.93, -1.24], [-0.94, 0.03, 0.07], [-0.78, -0.04, -0.98], [0.68, -1.79, -0.32], [-0.54, 0.76, 0.38], [0.22, 0.09, -1.20], [-0.48, -0.22, 0.06]],
  "charge": 0,
  "max_force_ev_per_a": 3.270,
  "gap_ev": 11.74,
  "energy_ha": -514.94426,
  "smiles": "C=C(F)C(F)(F)F"
}

# 2
{
  "formula": "C5H15N2",
  "method": "ωB97M-V/def2-TZVPD",
  "symbols": ["C", "C", "C", "C", "C", "N", "N", "H", "H", "H", "H", "H", "H", "H", "H", "H", "H", "H", "H", "H", "H", "H"],
  "xyz": [[-0.6242, 2.6670, -0.3914], [0.3128, 1.5030, -0.0627], [0.0191, 0.7098, 1.2566], [0.9054, -0.5347, 1.2632], [-0.0308, -1.8051, 1.1055], [-0.7694, -1.6050, -0.0673], [0.1480, -1.3032, -2.5312], [-1.6372, 2.2698, -0.2614], [-0.4493, 3.4909, 0.2999], [-0.3738, 3.0887, -1.3562], [0.3604, 0.7452, -0.8524], [0.2502, 1.4222, 2.0687], [-1.0431, 0.4829, 1.3838], [1.6458, -0.5486, 0.4852], [1.3943, -0.7410, 2.2151], [-0.7271, -1.6261, 1.9630], [0.5752, -2.6876, 1.3005], [-1.5574, -2.2591, -0.2344], [-0.6434, -1.6973, -2.0020], [0.9096, -1.8921, -2.1762], [0.0193, -1.6014, -3.4983], [1.3158, 1.9214, 0.0922]],
  "atomic_forces_ev_per_a": [[0.35, -0.82, 0.93], [0.34, 0.01, 0.60], [0.75, 1.54, -0.58], [-1.33, -1.56, 1.22], [1.72, 3.33, -1.61], [-0.82, -0.46, 1.84], [0.08, -1.04, 0.34], [-0.10, 0.66, -0.55], [-0.24, -0.08, 0.28], [-0.44, -0.24, -0.43], [-0.02, 0.31, -0.26], [-0.06, -0.49, -0.06], [-0.09, -0.19, -0.17], [0.36, 0.16, -0.41], [0.27, 0.42, 0.04], [-0.65, -0.71, -0.19], [-0.76, -1.21, -0.06], [0.43, -0.56, 0.20], [-0.23, 0.78, -0.50], [0.44, 0.53, -0.32], [-0.02, -0.08, 0.02], [0.03, -0.31, -0.33]],
  "charge": 1,
  "max_force_ev_per_a": 4.080,
  "gap_ev": 5.11,
  "energy_ha": -308.54730
}

# 3
{
  "formula": "C13H12BN4O10",
  "method": "ωB97M-V/def2-TZVPD",
  "symbols": ["N", "C", "C", "C", "C", "N", "O", "O", "C", "C", "N", "O", "O", "N", "C", "H", "H", "C", "C", "O", "B", "H", "O", "C", "C", "O", "O", "C", "C", "O", "O", "H", "H", "H", "H", "H", "H", "H", "H", "H"],
  "xyz": [[3.2401, 4.4338, 2.9956], [2.3665, 3.8260, 2.5122], [1.2907, 3.0761, 1.9324], [0.8014, 3.2475, 0.6349], [-0.2762, 2.4489, 0.1363], [-0.8428, 2.7834, -1.1259], [-0.3377, 3.7264, -1.7769], [-1.8298, 2.1331, -1.5253], [-0.8302, 1.4249, 0.9122], [-0.3475, 1.2793, 2.1924], [-0.6770, 0.3524, 3.1944], [-1.4946, -0.5400, 3.2694], [0.1784, 0.6560, 4.3095], [1.0314, 1.7202, 4.0110], [0.6870, 2.0668, 2.7458], [1.2226, 4.0184, -0.0071], [-1.5966, 0.7381, 0.5681], [-0.3746, 0.1340, -4.3496], [0.1122, -0.0948, -2.9319], [-0.2677, -1.2885, -2.4725], [-0.1874, -1.5384, -1.0177], [-0.4235, -0.4776, -0.4045], [-1.1977, -2.5848, -0.7164], [-2.3401, -2.2729, -0.1111], [-3.1275, -3.5191, 0.2610], [-2.7418, -1.1323, 0.1229], [1.1288, -2.1415, -0.6858], [1.8940, -1.6732, 0.2951], [3.2595, -2.3416, 0.3020], [1.5563, -0.8221, 1.1209], [0.7746, 0.7252, -2.2988], [-1.1261, -0.6098, -4.6176], [-0.7950, 1.1393, -4.4256], [0.4832, 0.0732, -5.0268], [-2.4554, -4.3486, 0.4803], [-3.7562, -3.2974, 1.1249], [-3.7849, -3.7853, -0.5735], [3.6558, -2.4486, -0.7107], [3.9476, -1.7486, 0.9051], [3.1801, -3.3379, 0.7513]],
  "atomic_forces_ev_per_a": [[-1.71, -1.17, -0.93], [1.62, 1.32, 0.50], [-0.50, -0.06, -0.92], [0.34, 0.00, 1.03], [0.20, -0.67, 2.08], [-1.19, 0.30, -2.76], [-0.77, -1.54, 1.29], [1.77, 1.16, 0.89], [-0.41, 0.46, -1.62], [0.71, -1.01, 2.70], [0.44, 0.94, -0.80], [1.00, 0.91, 0.17], [-0.64, 0.02, -1.21], [-1.29, -0.16, -2.04], [0.64, -0.58, 1.60], [-0.12, -0.26, 0.13], [-0.18, 0.21, -0.27], [0.11, 0.14, 0.11], [0.27, -0.07, 0.80], [0.31, 0.75, -0.41], [-0.39, 1.25, 0.84], [0.42, -1.12, -0.50], [-0.73, 0.10, 0.46], [0.31, 0.85, -0.13], [-0.13, 0.33, 0.09], [0.25, -1.41, -0.18], [0.59, 0.33, 0.46], [-0.85, 0.60, 0.21], [0.05, 0.20, 0.19], [0.62, -1.08, -0.82], [-0.66, -0.84, -0.86], [0.16, 0.09, -0.02], [0.08, -0.08, 0.04], [-0.13, -0.02, 0.03], [-0.07, 0.06, -0.10], [0.06, -0.02, -0.08], [0.16, -0.02, 0.07], [-0.18, -0.01, 0.11], [-0.08, -0.04, -0.02], [-0.08, 0.13, -0.12]],
  "charge": -1,
  "max_force_ev_per_a": 3.018,
  "gap_ev": 6.99,
  "energy_ha": -1498.86863
}

# 4
{
  "formula": "C25H38N3O4RhSi4Te",
  "method": "ωB97M-V/def2-TZVPD",
  "symbols": ["Rh", "O", "C", "O", "C", "C", "N", "N", "C", "C", "O", "O", "H", "H", "H", "C", "C", "C", "C", "N", "C", "C", "C", "C", "C", "C", "C", "H", "H", "H", "H", "H", "H", "H", "H", "C", "Si", "C", "C", "Si", "Te", "Si", "C", "C", "C", "Si", "C", "C", "C", "H", "H", "H", "H", "H", "H", "H", "H", "H", "H", "H", "H", "H", "H", "H", "H", "H", "H", "H", "H", "H", "H", "H", "H", "H", "H", "H"],
  "xyz": [[-2.3441, -0.0135, -1.0923], [-4.3705, -0.9601, 4.3213], [-4.0870, 0.3169, 4.1597], [-4.2373, 1.1404, 5.0283], [-3.5333, 0.7321, 2.8358], [-3.1352, 2.0251, 2.5713], [-2.6277, 2.0437, 1.3306], [-2.6817, 0.8324, 0.7620], [-3.2351, 0.0219, 1.6609], [-3.4275, -1.4191, 1.2518], [-3.8496, -2.2134, 2.0951], [-3.1425, -1.6636, 0.0409], [-4.1756, -1.4996, 3.4957], [-3.1843, 2.9023, 3.1933], [-2.3004, 2.8312, 0.7977], [-2.8219, -2.8623, -4.2081], [-2.6402, -2.0909, -5.3462], [-2.3548, -0.7424, -5.2260], [-2.2515, -0.1802, -3.9608], [-2.4322, -0.9494, -2.8696], [-2.7078, -2.2525, -2.9751], [-1.9321, 1.2189, -3.6405], [-1.6939, 2.1864, -4.6098], [-1.3402, 3.4716, -4.2310], [-1.2186, 3.7731, -2.8814], [-1.4618, 2.8016, -1.9188], [-1.8383, 1.5067, -2.2647], [-3.0434, -3.9177, -4.2659], [-2.7174, -2.5401, -6.3278], [-2.2076, -0.1302, -6.1034], [-2.8314, -2.7804, -2.0384], [-1.7743, 1.9469, -5.6630], [-1.1478, 4.2270, -4.9807], [-0.9200, 4.7689, -2.5767], [-1.3061, 3.0712, -0.8807], [4.8369, -1.6650, 0.8807], [3.3698, -1.6877, -0.2944], [3.9023, -0.9345, -1.9292], [2.8236, -3.4596, -0.5597], [1.6294, -0.4040, 0.6690], [0.1310, -0.6570, -1.3343], [0.8590, -1.3807, 2.6572], [-0.1308, -2.9113, 2.2454], [-0.1879, -0.1140, 3.5578], [2.3101, -1.8236, 3.7646], [2.1779, 1.8776, 0.7729], [2.4070, 2.5825, -0.9481], [3.7562, 2.1351, 1.7631], [0.7721, 2.8228, 1.5926], [5.6767, -2.2199, 0.4531], [4.5885, -2.1260, 1.8372], [5.1759, -0.6464, 1.0784], [4.6611, -1.5615, -2.4052], [4.3323, 0.0580, -1.7811], [3.0638, -0.8340, -2.6217], [3.6095, -4.0138, -1.0799], [1.9115, -3.5089, -1.1568], [2.6301, -3.9638, 0.3894], [-0.9646, -2.6905, 1.5752], [-0.5392, -3.3602, 3.1547], [0.4955, -3.6573, 1.7516], [-0.8987, 0.3423, 2.8692], [0.4382, 0.6830, 3.9638], [-0.7471, -0.5595, 4.3847], [2.9619, -2.5727, 3.3142], [1.9336, -2.2334, 4.7057], [2.9183, -0.9475, 4.0008], [3.1900, 2.0614, -1.5013], [2.6857, 3.6380, -0.8781], [1.4860, 2.5028, -1.5292], [4.6001, 1.6432, 1.2745], [3.6718, 1.7247, 2.7721], [3.9976, 3.1975, 1.8518], [-0.1772, 2.5460, 1.1324], [0.9138, 3.8994, 1.4616], [0.7015, 2.6160, 2.6613]],
  "atomic_forces_ev_per_a": [[-0.12, 0.10, -0.08], [0.02, 0.00, -0.03], [0.01, -0.04, 0.02], [-0.02, 0.01, -0.01], [-0.03, 0.02, 0.03], [0.01, 0.04, -0.03], [-0.16, -0.09, -0.03], [0.13, 0.01, 0.09], [0.09, -0.06, -0.05], [-0.10, 0.08, 0.05], [0.03, 0.00, -0.02], [0.07, -0.07, 0.01], [-0.03, 0.01, 0.00], [0.01, 0.00, 0.01], [0.02, 0.01, 0.01], [-0.01, -0.02, 0.09], [0.01, 0.05, -0.06], [-0.01, -0.05, -0.01], [0.01, 0.11, 0.00], [-0.07, -0.05, 0.00], [0.00, 0.00, -0.05], [-0.02, -0.11, -0.03], [0.02, 0.08, 0.01], [-0.01, -0.04, 0.00], [0.00, 0.01, -0.02], [0.00, -0.01, -0.01], [-0.07, 0.07, 0.01], [0.00, 0.00, -0.01], [0.00, 0.00, 0.00], [0.00, 0.00, 0.00], [0.00, -0.01, -0.01], [0.00, -0.01, 0.00], [0.00, 0.00, 0.00], [0.00, 0.00, 0.00], [0.04, -0.01, 0.04], [0.03, -0.01, -0.02], [0.07, 0.14, 0.12], [-0.03, -0.02, -0.04], [-0.03, -0.01, 0.00], [-0.02, 0.13, -0.11], [0.08, -0.19, 0.07], [-0.03, -0.01, -0.01], [-0.04, -0.02, 0.00], [-0.01, 0.02, -0.01], [0.01, -0.02, 0.00], [0.08, -0.06, 0.06], [0.00, -0.02, -0.02], [0.00, 0.00, 0.01], [0.02, 0.08, -0.01], [-0.01, 0.01, -0.02], [0.01, 0.01, 0.01], [0.00, -0.01, 0.00], [0.01, 0.00, 0.01], [0.00, 0.00, 0.00], [0.02, 0.00, 0.00], [-0.01, -0.01, 0.00], [0.01, -0.02, -0.01], [0.00, 0.01, 0.01], [0.02, 0.00, 0.00], [0.00, 0.01, 0.00], [0.00, 0.00, -0.01], [-0.02, 0.03, 0.04], [0.01, 0.00, 0.02], [-0.01, -0.01, -0.02], [-0.01, -0.03, -0.01], [0.01, 0.01, 0.01], [0.00, 0.00, -0.01], [0.00, 0.01, 0.00], [-0.01, 0.00, -0.01], [0.00, 0.00, 0.00], [0.01, 0.01, 0.01], [0.00, 0.00, -0.01], [-0.02, 0.00, 0.00], [0.07, -0.03, 0.00], [0.01, 0.01, 0.00], [-0.02, -0.01, -0.01]],
  "charge": 0,
  "max_force_ev_per_a": 0.215,
  "gap_ev": 6.15,
  "energy_ha": -2977.40558
}

# 5
{
  "formula": "C5H9ClS2",
  "method": "ωB97M-V/def2-TZVPD",
  "symbols": ["C", "C", "C", "C", "C", "H", "H", "H", "H", "H", "H", "H", "H", "H", "S", "S", "Cl"],
  "xyz": [[-1.3489, 1.5582, -0.0139], [-0.5742, 0.7868, -1.0946], [0.5369, -0.1066, -0.5015], [0.0256, -1.2748, 0.1763], [-0.1272, -1.3878, 1.4926], [-1.8536, 0.8093, 0.5683], [-0.6599, 2.1337, 0.5399], [-2.0931, 2.1800, -0.4871], [-1.3063, 0.1083, -1.5877], [0.6620, 2.6921, -1.7228], [1.0199, -0.4943, -1.3511], [2.3986, 1.3547, -0.7922], [-0.4927, -1.9990, -0.4934], [0.2737, -0.6738, 2.1863], [-0.0967, 1.8518, -2.4944], [1.8741, 0.8609, 0.3953], [-1.0271, -2.7628, 2.1395]],
  "atomic_forces_ev_per_a": [[-0.13, -1.04, -1.55], [-1.23, -0.13, 0.10], [1.10, 1.87, -0.71], [-1.90, -1.06, 1.20], [-0.34, -0.97, -0.88], [-0.21, -0.10, 0.75], [0.56, 0.74, 0.90], [-0.17, 0.28, -0.03], [0.45, 0.18, 0.25], [-0.38, -0.28, -0.51], [1.03, -0.36, -1.18], [-0.38, -0.39, 1.06], [0.58, 0.40, 0.62], [-0.01, -0.03, 0.46], [0.78, 0.25, 0.81], [-0.30, -0.10, -1.28], [0.55, 0.72, 0.01]],
  "charge": 0,
  "max_force_ev_per_a": 2.489,
  "gap_ev": 9.83,
  "energy_ha": -1452.44232,
  "smiles": "C[C@@H](S)[C@@H](S)/C=C/Cl"
}

# 6
{
  "formula": "CH2N2O3P",
  "method": "ωB97M-V/def2-TZVPD",
  "symbols": ["C", "N", "N", "O", "O", "O", "P", "H", "H"],
  "xyz": [[0.8253, 0.4194, 1.4359], [0.1269, 0.1717, 2.3388], [0.8598, -2.2260, -0.2301], [0.3278, 2.4063, -1.2116], [3.1958, 0.7311, 0.2549], [1.7402, -1.2501, -0.4248], [1.7760, 0.3949, -0.1157], [0.0018, 2.1032, -2.0957], [0.3492, -1.9679, 0.5939]],
  "atomic_forces_ev_per_a": [[-1.55, -1.10, 1.84], [1.05, 0.59, -1.33], [0.12, -0.43, -0.68], [0.06, -0.81, -0.43], [-0.91, -0.24, -0.28], [0.60, -0.45, -0.21], [0.78, 1.99, -0.89], [0.50, 0.06, 1.00], [-0.67, 0.39, 0.98]],
  "charge": -1,
  "max_force_ev_per_a": 2.644,
  "gap_ev": [8.03, 7.19],
  "energy_ha": -715.80955
}

Q: Among the records above, which one has the highest charge?
A: C5H15N2

Repeat the first record exactly.
{
  "formula": "C3H2F4",
  "method": "ωB97M-V/def2-TZVPD",
  "symbols": ["C", "C", "C", "F", "F", "F", "F", "H", "H"],
  "xyz": [[-0.2706, -0.6272, -1.3587], [0.0283, 0.2865, -0.4637], [0.0759, 0.2352, 1.1485], [0.7589, 1.3684, -0.8543], [0.8910, 1.1649, 1.7054], [0.4313, -0.8823, 1.7156], [-1.1850, 0.4267, 1.5406], [-0.1443, -0.3658, -2.3672], [-0.5856, -1.6065, -1.0662]],
  "atomic_forces_ev_per_a": [[-0.33, -0.02, 1.51], [2.77, 0.26, 1.72], [-0.60, 0.93, -1.24], [-0.94, 0.03, 0.07], [-0.78, -0.04, -0.98], [0.68, -1.79, -0.32], [-0.54, 0.76, 0.38], [0.22, 0.09, -1.20], [-0.48, -0.22, 0.06]],
  "charge": 0,
  "max_force_ev_per_a": 3.270,
  "gap_ev": 11.74,
  "energy_ha": -514.94426,
  "smiles": "C=C(F)C(F)(F)F"
}